Entry 1:
{
  "formula": "C4H13N2",
  "method": "the ωB97M-V functional and the def2-TZVPD basis",
  "largest_force_ha_per_bohr": 0.0506,
  "e_lumo_ev": [0.912, 0.766],
  "total_charge": 0,
  "spin_multiplicity": 2,
  "homo_energy_ev": [-3.27, -10.10],
  "symbols": ["N", "C", "C", "N", "C", "C", "H", "H", "H", "H", "H", "H", "H", "H", "H", "H", "H", "H", "H"],
  "xyz": [[-2.037429, 0.909524, -0.715600], [-1.197891, 0.061363, -1.589004], [-0.388708, -0.995319, -0.766350], [0.034788, -0.441512, 0.532605], [1.545695, -0.215885, 0.579850], [1.916238, 0.436065, 1.916573], [-2.160565, 1.900195, -1.022694], [-3.019799, 0.517967, -0.759986], [-1.605631, 0.874057, 0.230125], [-0.426091, 0.679434, -2.049041], [-1.787355, -0.412378, -2.366161], [-0.942568, -1.917923, -0.580232], [0.390741, -1.322718, -1.460633], [-0.128418, -1.169297, 1.209449], [2.046912, -1.182003, 0.602090], [1.671711, 0.400944, -0.301421], [1.308985, 1.331905, 2.049563], [2.932164, 0.810186, 1.752716], [1.847220, -0.264604, 2.738153]],
  "forces_ev_per_angstrom": [[-0.4377, -0.5963, -0.1429], [1.5679, -0.4809, 0.2391], [-0.9850, 0.0750, -0.2467], [1.5513, -0.5960, -0.5110], [-2.3167, -0.1361, 1.1737], [0.2735, 0.9780, -1.7266], [0.3375, 0.2806, -0.1873], [-0.0542, -0.0148, 0.5879], [-0.3059, 0.1029, -0.0364], [-0.3383, 0.2626, -0.1132], [-0.2054, 0.0843, -0.0023], [-0.4341, 0.2635, -0.0584], [0.4974, 0.1928, 0.3667], [-0.3542, -0.0464, 0.3788], [0.2463, -0.0446, -0.9199], [0.9734, 0.0553, 0.0169], [-0.1603, -0.1840, 0.3683], [0.1245, -0.2427, 0.6233], [0.0200, 0.0469, 0.1902]],
  "nbo_charge": [-1.080, -0.351, -0.247, -0.651, -0.214, -0.623, 0.289, 0.257, 0.428, 0.204, 0.223, 0.201, 0.192, 0.359, 0.178, 0.194, 0.217, 0.216, 0.209]
}

Entry 2:
{
  "formula": "C21H31BrCrGe2N",
  "method": "the ωB97M-V functional and the def2-TZVPD basis",
  "largest_force_ha_per_bohr": 0.0548,
  "e_lumo_ev": [-3.693, -5.031],
  "total_charge": 1,
  "spin_multiplicity": 5,
  "homo_energy_ev": [-11.10, -10.81],
  "symbols": ["Cr", "C", "C", "Ge", "C", "C", "C", "C", "Ge", "C", "C", "C", "C", "C", "C", "C", "C", "C", "C", "H", "H", "H", "H", "H", "H", "H", "H", "H", "H", "H", "H", "H", "H", "H", "H", "H", "H", "H", "H", "H", "H", "H", "H", "H", "H", "Br", "C", "C", "C", "C", "C", "N", "H", "H", "H", "H", "H"],
  "xyz": [[1.633835, -1.119048, -1.675166], [-2.153532, 0.927408, -4.227901], [-0.810810, 0.261608, -3.963668], [-0.727590, -0.574506, -2.197486], [-1.814213, -2.183749, -1.962495], [-3.304932, -1.878990, -1.938436], [-1.147887, 0.728555, -0.816341], [-0.317340, 1.190519, 0.162430], [1.526858, 0.497276, 0.236851], [2.962939, 1.712764, -0.315584], [3.168598, 2.884784, 0.629770], [1.961899, -0.737197, 1.696873], [1.956199, -0.085551, 3.069993], [-0.799445, 2.217242, 1.175016], [0.065988, 2.692895, 2.184796], [-0.353568, 3.635937, 3.126329], [-1.651768, 4.133551, 3.088710], [-2.532607, 3.688203, 2.108224], [-2.119416, 2.744422, 1.162599], [-2.130743, 1.418940, -5.223072], [-2.360146, 1.697896, -3.455663], [-2.968482, 0.180851, -4.234055], [-0.017164, 1.037035, -4.007616], [-0.604744, -0.503834, -4.740950], [-1.531392, -2.643155, -0.991920], [-1.584940, -2.902183, -2.777222], [-3.539211, -1.164625, -1.121419], [-3.869590, -2.818504, -1.761874], [-3.635923, -1.457975, -2.905338], [-2.163997, 1.069756, -0.907797], [2.720551, 2.102839, -1.326563], [3.902429, 1.124814, -0.380376], [2.258299, 3.517245, 0.659728], [4.008177, 3.510848, 0.261143], [3.420681, 2.523425, 1.647487], [2.968068, -1.161906, 1.497041], [1.221530, -1.564574, 1.687019], [2.694184, 0.741188, 3.110594], [2.231732, -0.840674, 3.835751], [0.941569, 0.291127, 3.311108], [1.076794, 2.348369, 2.266407], [0.333640, 3.980908, 3.888273], [-1.975242, 4.864155, 3.818930], [-3.543250, 4.075446, 2.078808], [-2.861624, 2.454166, 0.440433], [2.555973, -4.271542, -2.092201], [1.404841, -3.857007, -0.642764], [0.986573, -4.882220, 0.193903], [0.141798, -4.565831, 1.254296], [-0.252161, -3.245280, 1.439333], [0.217312, -2.290451, 0.551844], [1.036784, -2.566529, -0.484942], [1.305680, -5.905820, 0.031868], [-0.205637, -5.342666, 1.929680], [-0.909402, -2.965663, 2.255437], [-0.062181, -1.245550, 0.654557], [3.246006, -1.479142, -1.304379]],
  "forces_ev_per_angstrom": [[2.5971, -0.9725, -0.5006], [-0.4858, 0.3011, -0.1213], [0.6483, -0.0150, -0.5829], [-0.7413, 0.8094, 0.2796], [0.2657, -0.7983, 0.0762], [-0.5426, 0.0667, 0.0186], [1.0150, 0.1257, 0.7196], [-1.6178, 0.5335, -0.1208], [-0.0998, 0.2362, -0.7816], [0.3711, -0.0932, -0.4301], [0.1286, 0.6407, 0.2061], [0.6795, -0.2161, 0.5911], [-0.0155, 0.0786, 0.5827], [-0.1663, 0.1564, 0.1152], [-0.9961, 0.2012, -0.2325], [-0.2419, -0.1572, -0.3019], [0.1873, -0.1286, -0.0612], [0.4835, -0.3968, -0.2393], [0.5723, 0.2704, 0.6224], [-0.1315, -0.2086, 0.6015], [-0.0553, -0.4065, -0.5193], [0.2664, 0.4893, 0.0036], [-0.2862, -0.5343, -0.0398], [0.0300, 0.4462, 0.4172], [-0.1500, 0.1388, -0.7511], [-0.0131, 0.3106, 0.5009], [-0.0547, -0.3888, -0.5190], [0.1928, 0.6103, -0.0760], [-0.0148, -0.1571, 0.5498], [-0.3838, 0.4421, 0.3242], [0.1405, -0.3380, 0.4560], [-0.6208, 0.1745, -0.1051], [0.5973, -0.2605, 0.1804], [-0.4614, -0.2960, 0.3387], [-0.1571, 0.3996, -0.4638], [-0.5695, 0.1544, -0.1097], [1.7359, 1.1853, 0.8222], [-0.4920, -0.3636, 0.2156], [-0.1016, 0.5233, -0.3179], [0.6449, -0.0491, 0.0412], [0.3873, -0.2512, -0.1292], [0.0203, -0.0323, -0.0350], [0.0149, -0.0148, -0.0134], [0.0240, -0.0500, -0.0535], [0.0613, -0.2486, -0.2794], [-0.4239, 0.2363, 0.2341], [0.1231, -0.0404, -0.0219], [-0.0503, 0.1421, 0.0626], [0.0041, 0.2468, -0.0314], [-0.0521, -0.4323, -0.2867], [-1.0030, -0.6152, -0.5891], [-0.4226, -1.5518, 0.6194], [0.0321, 0.2243, -0.1064], [0.0656, 0.0903, -0.1339], [0.0922, 0.0619, -0.1424], [-0.7087, -0.6315, -0.4120], [-0.3219, 0.3519, -0.0708]],
  "nbo_charge": [0.915, -0.611, -0.825, 1.118, -0.822, -0.614, -0.616, -0.456, 1.256, -0.848, -0.612, -0.825, -0.619, -0.002, -0.238, -0.192, -0.192, -0.198, -0.204, 0.232, 0.210, 0.207, 0.231, 0.234, 0.221, 0.235, 0.208, 0.229, 0.211, 0.212, 0.232, 0.246, 0.217, 0.230, 0.203, 0.249, 0.221, 0.212, 0.226, 0.214, 0.205, 0.223, 0.226, 0.224, 0.208, 0.165, 0.175, -0.278, -0.093, -0.258, 0.035, -0.572, 0.261, 0.246, 0.252, 0.264, -0.378]
}

Entry 3:
{
  "formula": "C31H29CrO4P2S2Te",
  "method": "the ωB97M-V functional and the def2-TZVPD basis",
  "largest_force_ha_per_bohr": 0.0184,
  "e_lumo_ev": [2.369, 2.365],
  "total_charge": -1,
  "spin_multiplicity": 5,
  "homo_energy_ev": [-4.35, -4.52],
  "symbols": ["Cr", "C", "C", "P", "C", "C", "C", "C", "C", "C", "C", "C", "C", "C", "C", "C", "C", "P", "C", "C", "C", "C", "C", "C", "C", "C", "C", "C", "C", "C", "H", "H", "H", "H", "H", "H", "H", "H", "H", "H", "H", "H", "H", "H", "H", "H", "H", "H", "H", "H", "H", "H", "H", "H", "H", "H", "O", "S", "O", "O", "O", "Te", "C", "C", "C", "C", "S", "H", "H", "H"],
  "xyz": [[-1.525579, 0.059487, 1.754730], [1.003705, -3.000020, -0.116224], [1.518692, -2.076936, 0.999834], [1.921004, -0.370967, 0.365304], [1.177459, 0.803227, 1.568327], [1.123791, 2.141671, 1.180513], [0.677093, 3.127557, 2.052052], [0.196101, 2.780212, 3.307020], [0.201648, 1.446208, 3.701564], [0.734773, 0.470116, 2.863368], [3.687838, -0.269183, 0.900076], [4.149992, 0.432202, 2.010137], [5.503429, 0.448503, 2.323015], [6.413750, -0.239421, 1.536013], [5.965110, -0.939178, 0.423662], [4.616978, -0.943113, 0.105705], [-0.505736, -2.887931, -0.358999], [-1.061449, -1.196743, -0.856975], [-2.763351, -1.535600, -1.446752], [-3.328733, -0.608103, -2.320476], [-4.621705, -0.775656, -2.789997], [-5.366329, -1.874846, -2.386012], [-4.814389, -2.791912, -1.503538], [-3.522027, -2.623249, -1.029410], [-0.246184, -1.024747, -2.502801], [-0.290645, -2.033486, -3.462386], [0.319244, -1.862599, -4.694261], [0.968273, -0.669384, -4.989006], [0.998215, 0.350082, -4.050469], [0.395841, 0.168435, -2.812559], [1.219531, -4.035534, 0.160152], [1.546494, -2.809835, -1.048828], [2.431227, -2.484257, 1.437532], [0.765996, -2.044145, 1.788527], [1.438292, 2.418323, 0.180826], [0.654920, 4.159818, 1.728175], [-0.206556, 3.540038, 3.963637], [-0.189679, 1.156149, 4.668550], [0.734831, -0.560363, 3.192901], [3.452939, 0.970090, 2.639510], [5.844192, 0.999884, 3.190768], [7.467628, -0.226902, 1.783971], [6.669148, -1.473382, -0.202391], [4.271842, -1.471530, -0.777143], [-1.038228, -3.113529, 0.569925], [-0.822704, -3.622564, -1.103440], [-2.753392, 0.258496, -2.624561], [-5.048937, -0.041367, -3.461435], [-6.380028, -2.007331, -2.744050], [-5.398442, -3.635600, -1.157630], [-3.137440, -3.319599, -0.295297], [-0.823826, -2.952198, -3.248022], [0.280686, -2.654042, -5.432760], [1.441299, -0.534121, -5.954013], [1.492639, 1.285683, -4.280533], [0.421574, 0.956934, -2.070451], [-3.317432, -1.384148, 3.898840], [-2.767309, -1.954618, 2.689580], [-3.036633, -3.354705, 2.468273], [-3.163464, -1.088127, 1.475192], [-1.240417, -1.700034, 2.642525], [-3.001717, 2.093798, 0.435978], [-2.032443, 3.969525, 0.486916], [-2.145372, 4.964545, 1.416625], [-1.375862, 6.125866, 1.113270], [-0.675263, 5.999815, -0.047017], [-0.978285, 4.475248, -0.778826], [-2.765215, 4.859046, 2.295254], [-1.342061, 7.009305, 1.736358], [-0.019336, 6.720743, -0.508343]],
  "forces_ev_per_angstrom": [[-0.2002, 0.4515, -0.8064], [-0.0678, 0.0184, -0.0010], [-0.0562, -0.0170, -0.0551], [0.1636, 0.0029, 0.1613], [-0.1061, -0.1719, 0.3002], [0.0316, 0.1691, 0.0615], [-0.0185, -0.0881, -0.0302], [0.0463, -0.1005, -0.0590], [-0.0151, 0.1882, 0.0528], [-0.2297, -0.1553, -0.4458], [-0.0885, 0.0573, -0.0241], [0.0120, -0.0150, -0.0078], [0.0028, 0.0056, 0.0173], [0.0109, 0.0025, 0.0073], [0.0296, -0.0165, -0.0066], [-0.0410, -0.0057, -0.0144], [0.0322, 0.0271, -0.0126], [-0.0179, -0.3870, -0.0468], [0.0675, 0.1216, -0.0909], [-0.0044, -0.0253, -0.0100], [0.0120, -0.0094, -0.0014], [-0.0076, -0.0097, 0.0044], [-0.0403, -0.0178, -0.0072], [0.0222, -0.0241, 0.0590], [-0.0311, 0.1257, 0.1058], [-0.0038, -0.0136, 0.0363], [0.0135, 0.0031, -0.0354], [0.0021, -0.0031, -0.0172], [0.0085, 0.0035, -0.0191], [-0.0082, 0.0205, 0.0043], [-0.0055, 0.0014, 0.0252], [0.0028, -0.0034, 0.0018], [0.0058, 0.0042, -0.0250], [0.0193, 0.0370, 0.0135], [0.0031, 0.0046, -0.0133], [-0.0306, 0.0207, -0.0208], [-0.0109, 0.0004, -0.0074], [-0.0072, 0.0002, -0.0036], [0.1533, 0.0393, 0.0821], [-0.0019, 0.0147, 0.0094], [0.0039, 0.0004, 0.0009], [0.0016, -0.0009, -0.0026], [-0.0022, -0.0005, -0.0038], [0.0222, -0.0077, -0.0077], [0.0205, -0.0067, -0.0146], [0.0058, 0.0089, -0.0217], [-0.0270, 0.0072, -0.0115], [-0.0034, 0.0030, 0.0005], [-0.0017, 0.0016, -0.0010], [-0.0079, 0.0004, -0.0058], [0.0111, 0.0175, -0.0040], [0.0042, -0.0201, -0.0106], [-0.0051, -0.0095, 0.0066], [-0.0001, 0.0009, -0.0012], [-0.0044, 0.0078, 0.0115], [0.0004, 0.0278, -0.0091], [0.0580, -0.1291, 0.0128], [-0.2152, -0.1612, -0.1798], [-0.0056, 0.1033, -0.1930], [0.2354, -0.0438, 0.6576], [-0.0367, 0.1631, 0.3304], [0.2609, -0.1031, 0.2329], [0.0195, -0.1130, -0.0820], [0.0319, 0.0668, -0.0070], [0.0231, -0.0841, 0.0833], [0.0228, -0.0182, -0.0920], [-0.0263, -0.0074, 0.1159], [-0.0225, 0.0074, 0.0177], [-0.0043, 0.0126, 0.0016], [-0.0053, 0.0204, -0.0054]],
  "nbo_charge": [1.076, -0.384, -0.720, 0.838, -0.370, -0.138, -0.197, -0.198, -0.214, -0.300, -0.320, -0.223, -0.197, -0.226, -0.233, -0.151, -0.722, 0.848, -0.342, -0.194, -0.218, -0.215, -0.230, -0.124, -0.336, -0.136, -0.242, -0.216, -0.210, -0.187, 0.209, 0.198, 0.232, 0.263, 0.218, 0.234, 0.222, 0.229, 0.249, 0.221, 0.207, 0.206, 0.207, 0.205, 0.264, 0.217, 0.223, 0.206, 0.202, 0.208, 0.225, 0.205, 0.205, 0.204, 0.207, 0.225, -0.973, 2.531, -0.983, -1.075, -1.121, -0.157, -0.452, -0.333, -0.268, -0.465, 0.426, 0.226, 0.212, 0.225]
}